Entry A
The following is a DFT calculation (ωB97M-V/def2-TZVPD) of the ion C2H9N2 with charge +1.

Geometry as XYZ:
```
13
Properties=species:S:1:pos:R:3
C 0.518 0.108 0.803
N 1.729 0.061 0.053
C -0.675 0.579 -0.052
N -1.221 -0.550 -0.885
H 0.487 0.811 1.643
H 0.203 -0.804 1.334
H 2.357 0.831 0.240
H 2.302 -0.751 0.256
H -0.306 1.343 -0.737
H -1.428 0.909 0.622
H -1.589 -1.324 -0.324
H -1.933 -0.247 -1.551
H -0.445 -0.966 -1.401
```

As for the highest occupied orbital energy: -14.09 eV. The total charge is +1. As for the SMILES: NCC[NH3+]. The calculation puts the LUMO energy at -3.68 eV. The calculation puts the molar mass at 61.108 g mol⁻¹.

Results of the Mulliken charge analysis, in e, for atoms 1 through 6: atom 1 (C): -0.542, atom 2 (N): -0.579, atom 3 (C): -0.578, atom 4 (N): -0.325, atom 5 (H): 0.337, atom 6 (H): 0.432

***

Entry B
The following is a DFT calculation (ωB97M-V/def2-TZVPD) of a cluster of 2 separate species, C2H9N2 in total.

Geometry as XYZ:
```
13
Properties=species:S:1:pos:R:3
N 1.635 -0.897 0.234
H 2.018 -0.193 0.865
H 2.369 -1.237 -0.379
H 0.807 -0.433 -0.227
H 1.240 -1.623 0.831
C -0.902 1.021 0.948
C -1.321 0.281 -0.073
N -0.614 0.105 -1.322
H -0.136 1.767 0.729
H -1.308 1.021 1.946
H -2.180 -0.376 0.037
H -1.117 -0.497 -1.954
H -0.492 1.060 -1.635
```

As for the highest occupied orbital energy: -13.50 eV. The total charge is +1. The calculation puts the LUMO energy at -3.71 eV. The calculation puts the molar mass at 61.108 g mol⁻¹.

Results of the Mulliken charge analysis, in e, for atoms 1 through 6: atom 1 (N): -0.426, atom 2 (H): 0.412, atom 3 (H): 0.374, atom 4 (H): 0.347, atom 5 (H): 0.400, atom 6 (C): -0.774

***

Short version: entry A, entry B, most stable first.

***

Entry A
The following is a DFT calculation (ωB97M-V/def2-TZVPD) of a cluster of 2 separate species, C5H6F2N2 in total.

Geometry as XYZ:
```
15
Properties=species:S:1:pos:R:3
C 0.558 -0.344 -0.543
C 0.389 -0.474 2.124
C 0.298 1.000 -1.163
C 0.598 0.123 0.965
C 4.514 -0.256 -0.453
N 0.196 2.046 -0.136
N 0.323 1.550 0.989
F 4.893 0.072 -1.701
F 5.360 0.420 0.246
H -0.225 -0.978 -0.618
H 1.374 -0.835 -0.806
H 0.226 0.065 2.956
H 0.530 -1.499 2.202
H 1.188 1.400 -1.705
H -0.526 1.062 -1.906
```

As for the highest occupied orbital energy: -9.33 eV. The calculation puts the LUMO energy at -0.25 eV. The calculation puts the molar mass at 132.113 g mol⁻¹.

Results of the Mulliken charge analysis, in e, for atoms 1 through 6: atom 1 (C): -0.743, atom 2 (C): -0.884, atom 3 (C): -0.315, atom 4 (C): 0.554, atom 5 (C): 0.212, atom 6 (N): -0.379

***

Entry B
The following is a DFT calculation (ωB97M-V/def2-TZVPD) of a cluster of 2 separate species, C5H6F2N2 in total.

Geometry as XYZ:
```
15
Properties=species:S:1:pos:R:3
C -2.733 0.226 -0.220
C 2.962 0.337 -1.298
C -2.635 -0.593 0.905
C -1.757 -1.570 0.941
C 1.287 0.981 0.339
N -2.883 0.937 -1.119
N 1.760 0.558 -0.809
F -1.447 -2.260 2.000
F -0.031 1.333 0.441
H 3.865 0.647 -0.669
H 3.033 -0.083 -2.210
H -3.173 -0.525 1.850
H -1.208 -1.692 0.027
H 1.983 1.555 1.089
H 0.976 0.148 -1.265
```

As for the highest occupied orbital energy (spin up / spin down): -7.02 / -7.01 eV. The calculation puts the LUMO energy (spin up / spin down) at 0.66 / 0.66 eV. The calculation puts the molar mass at 132.113 g mol⁻¹.

Results of the Mulliken charge analysis, in e, for atoms 1 through 6: atom 1 (C): 0.232, atom 2 (C): -0.474, atom 3 (C): -0.231, atom 4 (C): -0.022, atom 5 (C): -0.191, atom 6 (N): -0.424

***

Short version: entry B, entry A, most stable first.

***

Entry A
The following is a DFT calculation (ωB97M-V/def2-TZVPD) of a cluster of 2 separate species, CH3Cl2PS in total.

Geometry as XYZ:
```
8
Properties=species:S:1:pos:R:3
C -1.254 0.332 -0.064
P 1.632 0.343 -0.656
S 0.189 1.123 0.667
Cl 3.295 0.557 0.415
Cl 0.735 -2.718 0.444
H -1.047 -0.129 -1.041
H -2.066 0.972 -0.355
H -1.483 -0.481 0.590
```

As for the highest occupied orbital energy (spin up / spin down): -9.27 / -8.50 eV. The calculation puts the LUMO energy (spin up / spin down) at -2.60 / -3.01 eV. The calculation puts the molar mass at 148.982 g mol⁻¹.

Results of the Mulliken charge analysis, in e, for atoms 1 through 6: atom 1 (C): -0.824, atom 2 (P): 0.435, atom 3 (S): 0.033, atom 4 (Cl): -0.095, atom 5 (Cl): -0.540, atom 6 (H): 0.301

***

Entry B
The following is a DFT calculation (ωB97M-V/def2-TZVPD) of a cluster of 2 separate species, CH3Cl2PS in total.

Geometry as XYZ:
```
8
Properties=species:S:1:pos:R:3
C -2.163 0.036 -0.024
P 1.631 0.148 -0.033
S 2.566 1.741 -0.529
Cl 2.345 -0.432 1.766
Cl 2.408 -1.354 -1.147
H -2.451 -0.707 -0.762
H -2.095 -0.515 0.941
H -2.243 1.084 -0.212
```

As for the highest occupied orbital energy (spin up / spin down): -9.62 / -9.14 eV. The calculation puts the LUMO energy (spin up / spin down) at -0.25 / -3.02 eV. The calculation puts the molar mass at 148.982 g mol⁻¹.

Results of the Mulliken charge analysis, in e, for atoms 1 through 6: atom 1 (C): -0.946, atom 2 (P): 0.559, atom 3 (S): -0.226, atom 4 (Cl): -0.173, atom 5 (Cl): -0.179, atom 6 (H): 0.293

***

Short version: entry A, entry B, most stable first.

***

Entry A
The following is a DFT calculation (ωB97M-V/def2-TZVPD) of a cluster of 2 separate species, C5H11NOS in total.

Geometry as XYZ:
```
19
Properties=species:S:1:pos:R:3
O -1.176 2.419 1.016
C -1.137 1.244 1.577
C -1.054 -0.102 0.810
C -1.004 0.223 -0.660
C -0.803 -1.046 -1.475
S -0.103 -2.490 -0.928
C 1.684 -1.942 -1.236
N 0.129 0.484 1.544
H -1.448 1.208 2.627
H -1.415 -0.998 1.216
H -1.964 0.716 -0.952
H -0.174 0.984 -0.780
H -1.307 -1.184 -2.444
H 1.936 2.372 0.087
H 2.190 -1.671 -2.133
H 1.336 -1.004 -0.761
H 2.353 -2.479 -0.582
H 1.454 2.724 0.549
H 0.502 0.544 2.526
```

As for the highest occupied orbital energy: -7.49 eV. The calculation puts the LUMO energy at -3.04 eV. The calculation puts the molar mass at 133.216 g mol⁻¹.

Results of the Mulliken charge analysis, in e, for atoms 1 through 6: atom 1 (O): -0.653, atom 2 (C): -0.064, atom 3 (C): -0.270, atom 4 (C): -0.356, atom 5 (C): -0.560, atom 6 (S): -0.124

***

Entry B
The following is a DFT calculation (ωB97M-V/def2-TZVPD) of an isolated molecule of C5H11NOS.

Geometry as XYZ:
```
19
Properties=species:S:1:pos:R:3
C -1.380 0.437 -0.116
C -1.757 -0.565 1.016
C -0.316 -0.419 1.552
C 0.124 0.095 0.148
C 0.616 -0.992 -0.741
H -2.837 -0.045 -1.523
H -1.522 0.881 -2.044
H -1.642 1.463 0.143
H -2.566 -0.263 1.661
H -1.942 -1.544 0.579
H -0.172 0.360 2.336
H 0.289 -1.325 1.769
H 2.317 0.779 -0.033
H 0.686 -0.742 -1.823
H -0.027 -1.853 -0.740
H 1.938 -1.931 0.428
N -1.866 0.129 -1.428
O 1.965 -1.521 -0.405
S 1.194 1.510 0.083
```

As for the highest occupied orbital energy: -8.80 eV. As for the SMILES: N[C@H]1CC[C@@]1(S)CO. The calculation puts the LUMO energy at 0.85 eV. The calculation puts the molar mass at 133.216 g mol⁻¹.

Results of the Mulliken charge analysis, in e, for atoms 1 through 6: atom 1 (C): -0.267, atom 2 (C): -0.944, atom 3 (C): -0.571, atom 4 (C): 1.029, atom 5 (C): -0.991, atom 6 (H): 0.181

***

Entry C
The following is a DFT calculation (ωB97M-V/def2-TZVPD) of a structure of composition C5H11NOS.

Geometry as XYZ:
```
19
Properties=species:S:1:pos:R:3
C -1.452 1.900 -0.053
C -0.132 -0.091 -0.108
C -0.622 -0.688 1.195
C -1.079 -1.046 -0.837
C 2.273 0.554 0.730
H -1.266 3.108 0.777
H -2.123 2.072 -1.150
H -2.220 0.973 0.725
H 0.334 -1.468 1.300
H -0.621 -0.112 2.210
H -2.471 -1.941 0.771
H -0.586 -2.101 -1.137
H -1.560 -0.501 -1.652
H 2.311 1.699 0.514
H 1.903 0.373 1.682
H 3.311 0.072 0.835
N -1.718 -1.114 0.486
O -0.331 1.194 -0.517
S 1.484 -0.482 -0.606
```

As for the highest occupied orbital energy: -8.31 eV. The calculation puts the LUMO energy at 0.77 eV. The calculation puts the molar mass at 133.216 g mol⁻¹.

Results of the Mulliken charge analysis, in e, for atoms 1 through 6: atom 1 (C): -0.629, atom 2 (C): 1.035, atom 3 (C): -0.831, atom 4 (C): -0.817, atom 5 (C): -0.868, atom 6 (H): 0.213

***

Entry D
The following is a DFT calculation (ωB97M-V/def2-TZVPD) of an isolated molecule of C5H11NOS.

Geometry as XYZ:
```
19
Properties=species:S:1:pos:R:3
C -0.962 1.390 -0.808
C -0.242 -1.762 -1.888
C -0.950 0.415 0.071
C -1.771 0.392 1.298
C 2.001 0.222 0.879
N 1.565 -0.430 -0.287
O 0.144 -1.998 0.793
S 0.019 -1.064 -0.329
H -0.574 1.312 -1.715
H -1.355 2.351 -0.725
H -0.751 -2.683 -1.653
H -1.096 -1.338 -2.392
H -1.234 0.043 2.117
H -2.131 1.448 1.505
H -2.666 -0.337 1.235
H 1.390 -0.186 1.716
H 3.073 0.116 0.899
H 1.710 1.417 0.713
H 1.924 -0.223 -1.151
```

As for the highest occupied orbital energy (spin up / spin down): -8.32 / -8.32 eV. As for the SMILES: C=C(C)[S@](=C)(=O)NC. The calculation puts the LUMO energy (spin up / spin down) at 0.59 / 0.59 eV. The calculation puts the molar mass at 133.216 g mol⁻¹.

Results of the Mulliken charge analysis, in e, for atoms 1 through 6: atom 1 (C): -1.246, atom 2 (C): -1.204, atom 3 (C): 0.745, atom 4 (C): -1.104, atom 5 (C): -0.661, atom 6 (N): -0.222

***

Short version: entry B, entry D, entry C, entry A, most stable first.